[1]
C30H29CoN3O7S3 | ωB97M-V with the def2-TZVPD basis set

## Properties
Electronic energy ... -120512.61469 eV
Charge ... +1
Frontier orbital gap ... 7.741 eV
Largest force on an atom ... 1.96 eV Å⁻¹
E_HOMO ... -11.240 eV
Energy above the lowest of the compared OMol25 structures with the same formula, charge and spin ... 0.0000 eV

Geometry (Å):
Co: 0.07975 -0.38944 -0.30632
O: -3.91798 -4.01671 2.09807
C: -3.05161 -3.11030 1.63224
C: -1.92967 -2.69189 2.35799
C: -1.09189 -1.77657 1.77194
N: -1.34654 -1.28916 0.56458
C: -2.38213 -1.69918 -0.15730
C: -3.27859 -2.61002 0.34496
C: -2.34669 -1.10729 -1.54736
O: -3.30580 -1.10278 -2.27854
O: -1.17487 -0.58543 -1.80847
C: 0.26194 -1.32870 2.27722
O: 0.74119 -1.76287 3.29974
O: 0.83398 -0.50761 1.44568
H: -3.66720 -4.31709 2.98027
H: -1.68477 -3.08522 3.33661
H: -4.11993 -2.94158 -0.24698
O: 1.87848 0.15922 -1.05343
S: 2.84934 1.10329 -1.74222
C: 2.08487 1.73995 -3.28370
C: 0.57581 1.58376 -3.32463
C: -0.16997 2.77008 -2.71674
C: -1.64116 2.42653 -2.49420
S: -1.92085 1.89229 -0.77009
O: -0.53231 1.48294 -0.23761
C: -2.15508 3.49342 -0.03429
C: -1.09905 4.19346 0.52222
C: -1.33710 5.46003 1.03720
C: -2.61324 6.00301 0.99409
C: -3.66677 5.28022 0.44818
C: -3.44328 4.01324 -0.06573
C: 2.94426 2.56728 -0.72727
C: 3.69096 3.64179 -1.19814
C: 3.85659 4.75110 -0.38661
C: 3.30500 4.76560 0.88926
C: 2.59567 3.67039 1.35768
C: 2.41045 2.55432 0.54993
H: 2.57226 1.16812 -4.07237
H: 2.40026 2.78112 -3.36312
H: 0.29573 0.67166 -2.80622
H: 0.26489 1.44297 -4.36158
H: -0.07903 3.64681 -3.36016
H: 0.28917 3.03168 -1.76066
H: -1.96815 1.58437 -3.10328
H: -2.31229 3.26868 -2.65312
H: -0.11616 3.74704 0.55862
H: -0.52206 6.02178 1.47420
H: -2.79141 6.99200 1.39438
H: -4.66383 5.69859 0.43283
H: -4.25819 3.43165 -0.48144
H: 4.14470 3.61410 -2.18223
H: 4.42876 5.59704 -0.74221
H: 3.44889 5.62810 1.52628
H: 2.18833 3.67458 2.36051
H: 1.87553 1.68757 0.91346
N: 2.90228 -2.15111 0.61150
C: 1.92897 -3.01172 0.31823
S: 0.76538 -2.59213 -0.88077
N: 1.95474 -4.18743 0.94686
C: 1.07960 -5.31597 0.97742
C: -0.22022 -5.33982 0.48808
C: -0.97599 -6.49675 0.62542
C: -0.45555 -7.62371 1.24120
C: 0.84262 -7.59234 1.72897
C: 1.60474 -6.44527 1.59829
H: 2.79647 -1.21888 0.23203
H: 3.39209 -2.22822 1.49073
H: 2.75200 -4.31461 1.55586
H: -0.64358 -4.48156 -0.00431
H: -1.98671 -6.50879 0.23799
H: -1.05276 -8.51999 1.33740
H: 1.26779 -8.46176 2.21139
H: 2.61892 -6.42792 1.98160


[2]
C12H15N4O7Y | ωB97M-V with the def2-TZVPD basis set

## Properties
Electronic energy ... -34030.54697 eV
Frontier orbital gap ... 9.649 eV
Largest force on an atom ... 0.39 eV Å⁻¹
E_HOMO ... -9.713 eV
Energy above the lowest of the compared OMol25 structures with the same formula, charge and spin ... 0.0000 eV

Geometry (Å):
Y: 0.09320 -0.21444 -0.27516
O: -1.32829 3.52934 -1.85944
C: -0.78554 2.68664 -1.16753
O: -0.09326 1.66749 -1.54870
C: -0.99893 2.72964 0.34766
C: -1.29347 3.84764 1.10955
C: -1.47280 3.66802 2.47769
C: -1.39299 2.40242 3.04897
C: -1.11842 1.33239 2.21295
N: -0.92217 1.53504 0.91713
C: -1.03599 -0.13378 2.64783
O: -1.27911 -0.43002 3.79404
O: -0.71499 -0.92027 1.66460
H: -1.37421 4.81894 0.64360
H: -1.68209 4.52449 3.10595
H: -1.53723 2.22945 4.10561
N: 1.39280 -2.29574 -1.04370
N: 2.58268 -2.27311 -0.29568
C: 3.03449 -1.08080 0.30551
O: 4.12827 -1.07235 0.81834
O: 2.16583 -0.11600 0.25377
H: 0.84802 -3.11473 -0.78856
H: 1.58425 -2.34870 -2.04120
H: 3.26809 -2.99458 -0.44644
C: -4.00251 1.52476 -2.71692
N: -3.30810 0.48539 -1.95435
C: -3.78200 0.24378 -0.59622
C: -2.23222 -0.12294 -2.43699
C: -1.79364 0.19712 -3.83381
O: -1.57227 -0.93988 -1.73862
H: -4.92865 1.75819 -2.19849
H: -4.25209 1.17240 -3.71579
H: -3.39028 2.42565 -2.77624
H: -4.83014 -0.05302 -0.63050
H: -3.69039 1.15694 -0.00589
H: -3.20010 -0.54615 -0.13276
H: -2.53300 -0.14914 -4.55814
H: -0.84848 -0.30298 -4.01752
H: -1.66048 1.27181 -3.95437


[3]
H6INP4 | ωB97M-V with the def2-TZVPD basis set

## Properties
Electronic energy ... -46838.65954 eV
Frontier orbital gap (spin up / spin down) ... 7.099 / 6.937 eV
Largest force on an atom ... 2.74 eV Å⁻¹
E_HOMO (spin up / spin down) ... -8.525 / -8.326 eV

Geometry (Å):
N: -1.35928 0.24568 1.49729
P: 1.07034 -2.18306 0.12889
P: 0.12259 2.68954 -0.78803
P: 0.89679 -0.44100 -1.14344
P: 1.10698 1.11225 0.37973
I: -2.39579 -0.32457 -0.05531
H: -0.84346 -0.64772 1.81042
H: 0.76901 -3.21602 -0.71439
H: -0.31470 -1.99305 0.68175
H: -0.19319 3.25194 0.37815
H: -1.11223 2.08380 -0.74789
H: 2.25294 -0.57778 -1.42716